Density functional theory data (ωB97M-V/def2-TZVPD) for a molecular structure, C21H57BrFIO14.

Its spin multiplicity is 1. The LUMO energy is 0.27 eV.

CARTESIAN COORDINATES (ANGSTROEM)
C 5.95 1.23 1.36
C 5.68 2.32 0.31
C 4.39 3.14 0.53
Br 4.40 4.13 2.19
C 3.14 2.31 0.29
O 2.94 1.71 -0.72
O 2.23 2.36 1.27
C 0.82 2.26 1.01
I -0.06 3.08 2.81
C 0.37 0.79 0.92
O -0.87 0.58 0.27
C -0.94 0.27 -1.05
C -2.30 -0.21 -1.42
O 0.02 0.42 -1.77
C 0.49 3.16 -0.21
F -0.92 3.28 -0.27
C 1.20 4.51 -0.16
C 0.52 5.57 -1.02
H 5.23 0.40 1.28
H 6.96 0.81 1.23
H 5.86 1.63 2.38
H 5.57 1.85 -0.68
H 6.51 3.04 0.24
H 4.33 3.94 -0.24
H 1.18 0.22 0.42
H 0.20 0.39 1.93
H -2.19 -0.92 -2.25
H -2.84 -0.67 -0.58
H -2.89 0.64 -1.80
H 0.78 2.60 -1.11
H 2.23 4.36 -0.54
H 1.28 4.85 0.89
H 0.34 5.23 -2.06
H 1.14 6.48 -1.10
H -0.46 5.87 -0.60
C 4.36 0.20 5.23
O 4.23 0.74 3.94
H 5.16 0.76 5.72
H 3.45 0.33 5.84
H 4.63 -0.86 5.21
H 3.54 0.25 3.49
C -3.61 -3.31 -3.33
O -3.82 -3.00 -1.95
H -2.61 -2.97 -3.58
H -3.68 -4.38 -3.53
H -4.32 -2.78 -3.97
H -4.72 -3.27 -1.71
C 0.81 -3.17 -3.78
O -0.39 -2.78 -4.41
H 0.58 -4.08 -3.23
H 1.61 -3.39 -4.49
H 1.17 -2.42 -3.07
H -0.23 -1.97 -4.91
C -1.46 3.51 -3.56
O -2.42 2.72 -2.88
H -1.79 3.51 -4.60
H -1.39 4.56 -3.26
H -0.49 3.02 -3.49
H -2.07 2.66 -1.98
C 1.41 -2.53 3.06
O 2.50 -1.77 2.55
H 1.49 -2.51 4.14
H 0.44 -2.12 2.77
H 1.46 -3.57 2.72
H 2.45 -1.79 1.58
C -6.73 -4.68 0.18
O -6.89 -4.32 -1.18
H -6.44 -3.78 0.72
H -7.67 -5.05 0.60
H -5.96 -5.44 0.31
H -7.15 -5.11 -1.67
C 8.00 0.98 4.51
O 8.46 0.36 3.32
H 7.21 1.66 4.20
H 7.58 0.26 5.22
H 8.78 1.56 5.01
H 9.17 -0.26 3.55
C -3.96 3.36 2.39
O -4.17 4.21 3.51
H -3.80 2.37 2.80
H -4.83 3.33 1.73
H -3.08 3.65 1.82
H -4.32 5.11 3.19
C -0.42 0.39 -4.99
O -0.49 -0.86 -4.30
H -0.52 0.18 -6.05
H -1.23 1.05 -4.67
H 0.54 0.89 -4.82
H -0.42 -0.66 -3.35
C -7.98 -8.36 0.63
O -8.12 -7.97 -0.73
H -7.70 -7.47 1.18
H -8.92 -8.75 1.04
H -7.20 -9.12 0.76
H -8.35 -8.76 -1.24


Density functional theory data (ωB97M-V/def2-TZVPD) for 13 unconnected molecules or ions with the total composition C21H58N2O11S2.

Its spin multiplicity is 1. The LUMO energy is 0.16 eV.

CARTESIAN COORDINATES (ANGSTROEM)
C 4.08 -2.62 1.53
O 3.57 -2.60 2.90
H 5.12 -2.92 1.46
H 3.47 -3.33 0.97
H 3.84 -1.71 0.99
H 4.00 -1.84 3.28
C 2.24 0.00 -4.58
O 2.37 1.38 -4.87
H 2.27 -0.27 -3.52
H 1.33 -0.36 -5.06
H 3.11 -0.51 -4.99
H 2.62 1.39 -5.80
C 3.54 -4.07 -2.91
O 4.86 -4.42 -2.75
H 2.89 -4.62 -2.22
H 3.37 -3.01 -2.73
H 3.11 -4.33 -3.87
H 4.99 -4.79 -1.88
C -3.42 -2.47 -3.46
O -2.99 -2.53 -4.84
H -4.37 -1.94 -3.41
H -3.54 -3.49 -3.07
H -2.65 -2.02 -2.83
H -2.88 -1.64 -5.19
C 0.31 4.04 1.13
O 0.92 3.55 2.30
H 0.55 3.33 0.34
H -0.74 4.30 1.29
H 0.74 4.96 0.74
H 0.30 2.97 2.74
C -0.32 3.43 -3.77
O 1.06 3.44 -3.49
H -0.83 4.15 -3.12
H -0.48 3.56 -4.84
H -0.73 2.45 -3.51
H 1.39 2.68 -3.97
C 0.44 -2.42 3.75
O 1.06 -3.15 2.77
H 1.15 -2.04 4.48
H -0.12 -1.62 3.27
H -0.28 -3.07 4.25
H 2.00 -2.94 2.82
C 4.27 2.78 1.16
O 5.50 2.68 0.55
H 3.89 3.80 1.12
H 3.65 2.16 0.52
H 4.27 2.38 2.17
H 5.52 2.72 -0.41
C 0.52 -4.43 -0.35
O -0.46 -3.54 0.10
H 0.25 -4.96 -1.27
H 1.45 -3.90 -0.55
H 0.79 -5.27 0.29
H -0.06 -3.01 0.79
N -4.82 2.74 -2.63
C -3.99 3.79 -2.53
C -3.20 3.61 -1.43
C -3.63 2.37 -0.82
C -4.57 1.83 -1.65
H -5.51 2.66 -3.36
H -4.04 4.57 -3.28
H -2.44 4.24 -0.97
H -3.21 1.93 0.08
H -5.06 0.87 -1.65
N -3.18 -2.15 0.19
C -2.61 -1.37 1.21
C -3.50 -0.36 1.64
C -4.62 -0.50 0.87
C -4.46 -1.59 -0.03
H -2.80 -2.91 -0.36
H -1.63 -1.59 1.62
H -3.26 0.35 2.41
H -5.54 0.06 0.80
H -5.19 -1.96 -0.73
C 0.92 0.25 1.24
S 1.49 0.13 -0.49
O 2.20 -1.21 -0.79
C -0.19 -0.02 -1.30
H 0.15 0.99 1.45
H 1.85 0.45 1.78
H 0.63 -0.74 1.60
H -0.87 0.82 -1.16
H -0.74 -0.92 -1.03
H -0.05 -0.11 -2.37
C -1.77 2.23 6.11
S -0.87 1.22 4.92
O -0.74 2.00 3.61
C 0.76 1.17 5.79
H -2.07 1.75 7.05
H -2.64 2.58 5.55
H -1.15 3.09 6.38
H 0.73 0.92 6.85
H 1.33 2.09 5.64
H 1.38 0.39 5.35


Density functional theory data (ωB97M-V/def2-TZVPD) for a molecular structure, C21H59N7NbO2P2.

Its spin multiplicity is 1. The LUMO energy is 0.18 eV. As for the charge: -1.

CARTESIAN COORDINATES (ANGSTROEM)
C -2.02 -9.31 0.10
C -3.40 -8.64 0.75
C -3.53 -7.02 0.47
C -2.98 -6.08 1.73
C -2.62 -4.58 1.09
C -1.12 -4.04 1.54
C -0.13 -3.71 0.25
Nb 0.36 -5.66 -0.86
C 2.29 -6.01 0.35
C 1.95 -6.90 1.72
N 1.36 -8.14 1.70
H -1.78 -10.33 0.66
H -2.14 -9.46 -1.07
H -1.06 -8.64 0.26
H -3.50 -8.93 1.90
H -4.30 -9.14 0.16
H -2.99 -6.76 -0.56
H -4.69 -6.76 0.38
H -2.06 -6.56 2.29
H -3.89 -5.93 2.48
H -3.47 -3.85 1.50
H -2.74 -4.62 -0.09
H -0.60 -4.72 2.35
H -1.31 -2.99 2.07
H -0.74 -2.98 -0.44
H 0.87 -3.22 0.64
H 1.29 -4.80 -2.15
H 0.57 -7.28 -1.70
H -0.52 -6.54 0.50
H -1.20 -5.48 -1.79
H 3.05 -6.68 -0.26
H 2.75 -4.96 0.63
H 2.23 -6.44 2.78
H 1.16 -8.41 0.71
O -0.36 -0.50 2.23
P -0.68 0.82 2.98
N -1.94 1.17 1.87
C -2.28 2.43 1.24
C -3.11 0.30 1.96
N 0.77 1.58 2.42
C 0.83 2.79 1.62
C 1.89 0.71 2.04
N -1.05 2.33 3.85
C -0.05 2.61 4.91
C -2.34 2.31 4.57
H -2.61 3.20 1.94
H -3.08 2.32 0.50
H -1.45 2.84 0.65
H -3.72 0.52 2.84
H -2.82 -0.75 2.02
H -3.76 0.37 1.07
H 0.64 2.58 0.56
H 1.82 3.24 1.68
H 0.14 3.56 1.97
H 1.74 0.28 1.05
H 2.02 -0.09 2.77
H 2.84 1.27 2.03
H -0.01 1.79 5.64
H -0.28 3.54 5.44
H 0.96 2.75 4.51
H -2.43 1.43 5.21
H -3.19 2.33 3.89
H -2.46 3.21 5.19
O 2.27 4.31 -1.50
P 2.12 4.80 -2.97
N 3.36 5.96 -2.73
C 3.41 7.35 -3.16
C 4.71 5.41 -2.57
N 0.59 5.55 -2.65
C 0.30 6.96 -2.81
C -0.19 5.04 -1.51
N 1.94 5.35 -4.65
C 0.78 4.71 -5.32
C 3.10 5.01 -5.52
H 3.43 7.46 -4.25
H 4.30 7.86 -2.78
H 2.58 7.93 -2.76
H 5.11 5.05 -3.51
H 4.71 4.57 -1.87
H 5.41 6.15 -2.15
H 0.67 7.55 -1.96
H -0.78 7.13 -2.87
H 0.70 7.37 -3.74
H 0.19 5.42 -0.56
H -0.19 3.95 -1.50
H -1.24 5.33 -1.60
H 0.88 3.62 -5.33
H 0.69 5.06 -6.36
H -0.17 4.96 -4.85
H 3.34 3.95 -5.45
H 3.99 5.59 -5.27
H 2.88 5.25 -6.57


Density functional theory data (ωB97M-V/def2-TZVPD) for 6 unconnected molecules or ions with the total composition C21H59N7O6.

The relative energy (zero: lowest compared OMol25 entry of this formula, charge and spin) comes out at 5.526 eV. Its spin multiplicity is 1. The LUMO energy is 0.41 eV.

CARTESIAN COORDINATES (ANGSTROEM)
C 1.93 -18.59 -8.34
O 1.51 -19.18 -7.15
C 0.87 -20.45 -7.41
C -0.65 -20.49 -7.58
C -1.22 -19.85 -8.84
N -1.29 -19.79 -6.49
H 1.81 -19.11 -9.29
H 2.99 -18.34 -8.47
H 1.60 -17.56 -8.36
H 1.46 -20.95 -8.18
H 1.15 -21.06 -6.55
H -0.84 -21.56 -7.49
H -2.27 -20.15 -8.83
H -0.75 -20.37 -9.67
H -1.14 -18.78 -9.03
H -0.62 -19.21 -6.01
H -1.80 -18.99 -6.85
C -11.10 -17.71 -8.81
O -12.08 -18.58 -8.28
C -13.11 -18.90 -9.21
C -14.19 -19.54 -8.36
C -13.82 -21.03 -7.86
N -15.44 -19.75 -9.20
H -10.75 -17.07 -8.00
H -11.46 -16.90 -9.45
H -10.31 -18.22 -9.36
H -13.38 -17.94 -9.67
H -12.86 -19.45 -10.12
H -14.39 -18.94 -7.48
H -13.03 -20.91 -7.12
H -13.51 -21.80 -8.57
H -14.70 -21.38 -7.34
H -15.73 -18.80 -9.39
H -15.18 -20.08 -10.12
C 5.58 -10.53 -10.72
O 4.24 -10.78 -10.51
C 3.42 -9.69 -10.14
C 2.49 -9.15 -11.18
C 1.68 -7.95 -10.78
N 1.64 -10.30 -11.54
H 6.20 -10.34 -9.85
H 5.74 -9.89 -11.59
H 6.05 -11.48 -10.96
H 2.83 -10.21 -9.39
H 4.02 -9.01 -9.53
H 3.06 -8.75 -12.02
H 2.36 -7.12 -10.57
H 1.28 -8.22 -9.80
H 0.99 -7.67 -11.57
H 2.25 -11.10 -11.64
H 1.25 -10.07 -12.44
C -1.36 -14.92 3.81
O -1.71 -14.30 2.67
C -3.00 -14.46 2.20
C -3.20 -14.19 0.68
C -4.64 -13.65 0.28
N -2.90 -15.33 -0.26
H -0.29 -14.81 3.95
H -1.60 -15.99 3.78
H -1.89 -14.54 4.68
H -3.32 -15.49 2.34
H -3.65 -13.82 2.80
H -2.50 -13.42 0.36
H -4.72 -13.41 -0.78
H -4.86 -12.80 0.93
H -5.53 -14.27 0.44
H -3.51 -16.06 0.07
H -3.32 -14.95 -1.10
C 1.64 -16.09 -16.30
O 0.57 -15.14 -16.16
C -0.20 -15.05 -17.31
C -1.42 -14.12 -17.12
C -2.23 -14.62 -15.94
N -2.46 -13.92 -18.09
H 1.28 -17.04 -15.91
H 2.45 -15.78 -15.64
H 2.14 -16.11 -17.27
H 0.32 -14.61 -18.16
H -0.56 -15.96 -17.80
H -1.00 -13.18 -16.77
H -2.89 -15.41 -16.31
H -3.04 -13.97 -15.59
H -1.76 -15.03 -15.05
H -2.48 -14.83 -18.52
H -2.22 -13.33 -18.88
N -3.65 -13.11 -9.05
C -3.15 -13.37 -7.88
N -2.09 -12.69 -7.54
O -3.66 -14.11 -7.13
H -3.18 -12.52 -9.72
H -4.47 -13.63 -9.32
H -1.89 -12.56 -6.56
H -1.66 -12.22 -8.32


Density functional theory data (ωB97M-V/def2-TZVPD) for 6 unconnected molecules or ions with the total composition C21H59N7O6.

The relative energy (zero: lowest compared OMol25 entry of this formula, charge and spin) comes out at 3.976 eV. Its spin multiplicity is 1. The LUMO energy is 0.47 eV.

CARTESIAN COORDINATES (ANGSTROEM)
C -3.08 1.49 2.38
O -4.10 2.36 2.87
C -5.47 1.95 2.53
C -6.61 3.00 2.76
C -6.97 3.24 4.23
N -7.80 2.57 2.03
H -2.06 1.85 2.41
H -3.38 1.19 1.38
H -3.06 0.53 2.89
H -5.64 1.77 1.47
H -5.74 0.96 2.90
H -6.29 3.98 2.40
H -7.61 4.11 4.37
H -6.06 3.58 4.73
H -7.36 2.32 4.67
H -8.66 3.11 2.00
H -7.53 2.41 1.07
C 6.86 -1.40 -0.71
O 7.19 -1.48 0.66
C 6.19 -1.07 1.54
C 4.79 -1.69 1.17
C 3.56 -1.34 2.01
N 5.00 -3.07 1.35
H 6.49 -0.38 -0.81
H 6.05 -2.01 -1.12
H 7.68 -1.60 -1.41
H 6.52 -1.26 2.56
H 6.03 0.01 1.53
H 4.47 -1.51 0.14
H 3.36 -0.29 1.78
H 3.82 -1.54 3.05
H 2.65 -1.88 1.75
H 6.01 -3.13 1.42
H 4.79 -3.51 0.47
C 1.34 0.16 -2.62
O 1.72 -0.40 -3.89
C 0.76 -1.47 -4.23
C 1.18 -2.18 -5.60
C 0.21 -3.24 -5.98
N 2.41 -3.04 -5.53
H 1.15 -0.59 -1.85
H 0.45 0.72 -2.89
H 2.17 0.82 -2.35
H 0.71 -2.20 -3.42
H -0.27 -1.12 -4.30
H 1.44 -1.40 -6.32
H 0.12 -4.06 -5.27
H 0.41 -3.73 -6.93
H -0.79 -2.81 -5.93
H 3.16 -2.38 -5.71
H 2.40 -3.56 -6.39
C -2.03 -2.36 -2.36
O -2.20 -3.26 -1.24
C -2.79 -2.66 -0.16
C -2.68 -3.59 1.12
C -3.58 -3.04 2.18
N -1.31 -3.54 1.68
H -1.38 -1.50 -2.19
H -3.00 -1.86 -2.41
H -1.85 -2.90 -3.29
H -2.33 -1.68 -0.02
H -3.85 -2.56 -0.42
H -3.00 -4.61 0.90
H -3.62 -3.68 3.06
H -4.64 -2.91 1.95
H -3.40 -2.04 2.58
H -0.68 -3.72 0.92
H -1.19 -4.19 2.44
C 4.19 3.66 -1.39
O 2.83 4.15 -1.18
C 2.03 3.28 -0.30
C 0.62 3.98 -0.22
C 0.70 5.46 0.24
N -0.26 3.33 0.72
H 4.72 4.41 -1.97
H 4.06 2.71 -1.91
H 4.78 3.52 -0.48
H 1.75 2.34 -0.79
H 2.37 3.21 0.73
H 0.25 3.99 -1.24
H 1.21 6.01 -0.56
H 1.28 5.64 1.15
H -0.26 5.99 0.25
H -1.14 3.83 0.71
H 0.11 3.45 1.65
N 0.40 -1.02 2.85
C 0.37 0.21 2.32
N -0.23 0.29 1.10
O 0.79 1.19 2.89
H 0.70 -1.19 3.80
H 0.34 -1.78 2.19
H -0.49 -0.56 0.61
H -0.24 1.26 0.82


| no. | energy (hartree) | largest force on an atom (hartree/bohr) |
| --- | --- | --- |
| 1 | -4859.0376 | 0.155 |
| 2 | -2568.1700 | 0.073 |
| 3 | -2108.3551 | 0.178 |
| 4 | -1670.0015 | 0.107 |
| 5 | -1670.0585 | 0.059 |